{"formula": "H24O12", "method": "wB97M-V/def2-TZVPD", "elements": ["O", "O", "O", "O", "O", "O", "O", "O", "O", "O", "O", "O", "H", "H", "H", "H", "H", "H", "H", "H", "H", "H", "H", "H", "H", "H", "H", "H", "H", "H", "H", "H", "H", "H", "H", "H"], "coordinates": [[-2.6618, 0.8541, -1.1718], [0.6392, 3.2591, -1.5148], [1.5612, -0.2259, 2.1852], [-1.8678, -0.3419, 1.8882], [3.0992, -1.3589, 0.1362], [-0.6328, -3.8079, -1.0218], [2.6392, 1.7571, 0.3322], [-0.6618, 1.2401, -3.0478], [-0.4258, 2.3651, 1.1092], [0.0712, -2.5149, 1.9772], [-1.0618, -1.5869, -2.5208], [0.5742, -0.1539, -0.3948], [1.4242, 0.3701, 2.9112], [-0.4938, -1.0969, -1.9298], [-1.3218, 1.9701, 1.1492], [-0.5208, -2.9939, -1.5478], [2.3942, -1.2139, -0.5188], [-2.8088, -0.4809, 2.1022], [-0.6778, -2.8729, 1.4932], [2.2232, 1.0771, 0.8712], [2.6432, -1.1349, 1.0072], [-2.6148, 0.1971, -0.4708], [-1.3898, -0.0019, 2.6282], [-2.7308, 1.7161, -0.7158], [-1.3958, 0.9241, -2.4728], [-0.1018, 1.6801, -2.3828], [-0.0448, -0.6129, 0.1382], [-1.3688, -4.2799, -1.3308], [0.8942, -0.8639, 2.1822], [-0.5918, -1.7519, -3.3618], [0.6462, 0.6981, 0.0892], [3.4472, 2.0911, 0.7782], [0.0322, 4.0691, -1.4538], [-0.5858, 2.9341, 1.8442], [0.8202, -2.9709, 1.6162], [0.8492, 3.0621, -0.5818]], "forces_ev_per_angstrom": [[-0.4164, 0.6689, 0.6402], [-1.1600, 1.8730, 0.7534], [2.0030, 1.9205, -0.0336], [-1.0982, -0.2416, -1.3875], [-0.9562, -0.0760, 1.3531], [2.0317, 0.7934, 1.4345], [0.4661, 1.0562, 0.0202], [-0.3707, -0.1525, 0.8165], [-1.4463, -0.8493, -0.0014], [-0.4261, 0.4451, 0.4008], [-0.3024, -1.1332, -0.6666], [0.4213, 1.2959, -0.5342], [-0.0376, 0.2309, 0.5998], [0.6839, 0.9428, -0.2526], [0.6572, -0.5304, -0.8337], [-0.7128, -0.4680, -0.2004], [0.3585, 0.1425, 0.3876], [0.8016, 0.1676, 0.3337], [-0.1301, -0.0073, -0.2290], [0.6685, -0.2125, 0.3715], [1.0830, -0.3041, -1.8349], [0.0807, -0.0917, 0.0414], [0.0919, 0.1748, 0.9628], [0.0591, -0.6241, -0.4680], [0.5333, 0.1784, -0.8085], [0.0238, 0.1532, -0.5569], [-1.0350, -0.9984, 0.9711], [-1.5060, -0.6612, -0.8853], [-2.1131, -2.0407, 0.1029], [-0.1690, 0.6369, 0.7509], [-0.0672, -0.5455, -0.8052], [-0.9398, -0.6533, -0.3189], [1.3076, -1.8641, -0.2362], [0.7782, 1.2956, 1.0219], [0.7284, -0.5571, -0.3967], [0.1093, 0.0357, -0.5130]], "energy_ha": -917.25038, "relative_energy_kj_mol": 196.8, "molar_mass_g_mol": 216.18, "smiles": "O.O.O.O.O.O.O.O.O.O.O.O", "homo_energy_ev": -9.52, "homo_lumo_gap_ha": 0.3229}